# 1
{
  "formula": "C11H18LiN2O4P",
  "method": "ωB97M-V with the def2-TZVPD basis set",
  "symbols": ["Li", "O", "C", "O", "C", "C", "N", "N", "C", "C", "O", "O", "H", "H", "H", "C", "C", "P", "C", "C", "C", "C", "H", "H", "H", "H", "H", "H", "H", "H", "H", "H", "H", "H", "H", "H", "H"],
  "xyz": [[0.6429, -0.9169, -0.3471], [5.6346, -0.1077, 2.2735], [5.8519, -0.1335, 0.9470], [6.9408, -0.0009, 0.4549], [4.6508, -0.1750, -0.0048], [4.8198, 0.0887, -1.3483], [3.5666, 0.0614, -1.8690], [2.6228, -0.2301, -0.9572], [3.2883, -0.4352, 0.1745], [2.6014, -0.9731, 1.4354], [3.2489, -1.0998, 2.4698], [1.3357, -1.2700, 1.3144], [4.7083, -0.4912, 2.4236], [5.6986, 0.2095, -1.9179], [3.3322, 0.1352, -2.8614], [-4.6200, -1.1089, 0.7148], [-3.3607, -1.7152, 0.1703], [-1.9634, -0.5066, -0.2404], [-2.0102, 0.6047, 1.2717], [-0.8605, 1.6254, 1.4181], [-2.9756, 0.5506, -1.4470], [-2.1521, 1.2502, -2.5946], [-5.4511, -1.7989, 0.6365], [-4.9729, -0.2632, 0.1259], [-4.5548, -0.7621, 1.7381], [-3.4764, -2.0622, -0.8459], [-2.8584, -2.4667, 0.8343], [-1.8585, -0.1488, 2.0511], [-2.9977, 1.0677, 1.2948], [0.1169, 1.1337, 1.4848], [-1.0468, 2.3013, 2.3242], [-0.7655, 2.2527, 0.5219], [-3.5979, 1.2820, -0.9348], [-3.7381, -0.1703, -1.9414], [-1.1324, 1.6576, -2.2751], [-2.6718, 2.1003, -3.1120], [-1.9957, 0.5152, -3.3824]],
  "mulliken_charge": [0.9063, -0.5488, 0.4805, -0.5686, 0.5116, -0.6769, -0.0792, -0.5032, 0.1189, 0.7716, -0.7567, -0.8298, 0.4661, 0.5309, 0.2138, -1.1715, -0.6741, 0.1255, -0.5474, -1.0138, -0.5976, -1.1012, 0.3681, 0.2681, 0.3090, 0.4112, 0.3801, 0.3882, 0.4942, 0.2059, 0.3156, 0.2714, 0.3448, 0.3346, 0.2092, 0.3357, 0.3078],
  "homo_energy_ev": -9.774,
  "max_force_ev_per_a": 2.57,
  "multiplicity": 1,
  "e_above_lowest_kj_mol": 4.5,
  "charge": 0
}


# 2
{
  "formula": "CBrNO4",
  "method": "ωB97M-V with the def2-TZVPD basis set",
  "symbols": ["C", "N", "O", "O", "O", "O", "Br"],
  "xyz": [[0.8106, -0.3813, 0.8042], [-0.6972, -1.0619, -0.9923], [-0.4886, -0.0115, -1.5143], [0.4106, 0.6192, 1.2028], [-1.5746, -1.1580, -0.0954], [1.1800, -1.4244, 0.4585], [-2.7872, 0.2968, 0.0635]],
  "mulliken_spin": [-0.0004, 0.1805, 0.2069, -0.0002, 0.3409, 0.0072, 1.2651],
  "s2": 2.01,
  "homo_energy_ev": [-8.271, -10.472],
  "max_force_ev_per_a": 6.20,
  "multiplicity": 3,
  "e_above_lowest_kj_mol": 40.6,
  "charge": 0
}


# 3
{
  "formula": "C36H37N6O4S2Ti",
  "method": "ωB97M-V with the def2-TZVPD basis set",
  "symbols": ["Ti", "N", "C", "S", "N", "N", "C", "C", "C", "C", "C", "C", "C", "O", "H", "H", "H", "H", "H", "H", "H", "C", "N", "C", "C", "C", "C", "C", "N", "C", "C", "C", "C", "C", "C", "H", "H", "H", "H", "H", "H", "H", "H", "H", "H", "H", "O", "S", "C", "C", "C", "C", "C", "C", "C", "C", "C", "C", "C", "C", "C", "C", "H", "H", "H", "H", "H", "H", "H", "H", "H", "H", "H", "H", "H", "H", "N", "C", "C", "O", "O", "H", "H", "H", "H", "H"],
  "xyz": [[0.4678, 0.3855, 0.0690], [1.5947, 3.8099, -2.6374], [1.2943, 2.6523, -1.9662], [1.2808, 2.7481, -0.2437], [1.0696, 1.6188, -2.7268], [0.7990, 0.4462, -2.0511], [0.6761, -0.5740, -2.8263], [0.4511, -1.9512, -2.4365], [0.4537, -2.9273, -3.4352], [0.2975, -4.2661, -3.1350], [0.1473, -4.6485, -1.8058], [0.1318, -3.7072, -0.7967], [0.2610, -2.3466, -1.0978], [0.1859, -1.4454, -0.1348], [1.4472, 4.6616, -2.1259], [1.3345, 3.8201, -3.6100], [0.7930, -0.3816, -3.8872], [0.5879, -2.6137, -4.4646], [0.3002, -5.0081, -3.9233], [0.0405, -5.6976, -1.5552], [0.0120, -3.9875, 0.2435], [-0.3826, 0.2236, 3.2528], [0.6500, 0.3726, 2.2047], [1.8942, 0.3127, 2.5710], [2.9313, 0.2416, 1.6144], [4.3225, 0.2849, 1.7288], [4.8171, 0.1664, 0.4279], [3.7020, 0.0543, -0.4115], [2.5669, 0.0882, 0.2957], [-1.2573, 1.4383, 3.4570], [-2.3239, 1.7076, 2.6020], [-3.1572, 2.7932, 2.8355], [-2.9266, 3.6287, 3.9223], [-1.8666, 3.3684, 4.7829], [-1.0417, 2.2737, 4.5521], [0.1305, -0.0018, 4.1896], [-0.9966, -0.6366, 3.0045], [2.1471, 0.2791, 3.6275], [4.8873, 0.3926, 2.6446], [5.8513, 0.1621, 0.1188], [3.6791, -0.0413, -1.4888], [-2.5347, 1.0494, 1.7657], [-3.9945, 2.9647, 2.1671], [-3.5799, 4.4746, 4.1040], [-1.6892, 4.0083, 5.6407], [-0.2219, 2.0607, 5.2346], [-1.1466, 0.9591, -0.2383], [-2.6265, 1.0397, -1.1472], [-5.0735, 1.2303, -1.9803], [-5.4685, 1.1948, -0.6291], [-5.4207, 0.0066, 0.1570], [-5.7614, -0.0042, 1.5007], [-6.1703, 1.1521, 2.1614], [-6.2313, 2.3326, 1.4133], [-5.8948, 2.3620, 0.0740], [-2.2915, 2.6166, -1.9845], [-2.7648, 3.8576, -1.2801], [-2.1361, 4.2965, -0.1156], [-2.5567, 5.4575, 0.5198], [-3.6141, 6.1969, 0.0014], [-4.2435, 5.7692, -1.1600], [-3.8183, 4.6087, -1.7957], [-4.8792, 0.3142, -2.5357], [-5.1769, 2.1506, -2.5511], [-5.1157, -0.9172, -0.3272], [-5.7012, -0.9414, 2.0516], [-6.4204, 1.1400, 3.2151], [-6.5476, 3.2560, 1.8928], [-5.9562, 3.3017, -0.4715], [-2.7704, 2.5163, -2.9578], [-1.2163, 2.6473, -2.1432], [-1.3171, 3.7178, 0.2932], [-2.0629, 5.7756, 1.4332], [-3.9479, 7.0997, 0.5023], [-5.0742, 6.3341, -1.5687], [-4.3161, 4.2719, -2.6992], [-3.2005, -2.8018, -0.8194], [-3.0338, -3.5333, 0.4278], [-2.4537, -2.6419, 1.5237], [-1.9277, -3.0869, 2.5152], [-2.5836, -1.3380, 1.3192], [-3.8518, -3.2480, -1.4466], [-2.3194, -2.6888, -1.3063], [-3.0787, -1.1917, 0.4819], [-2.4083, -4.4243, 0.3728], [-4.0139, -3.8452, 0.7923]],
  "mulliken_charge": [-0.8298, -0.4478, 0.5595, -0.5890, -1.3701, 1.2743, -0.7843, 1.2520, -0.9216, -0.8000, -0.4457, -0.6110, 0.1307, -0.3559, 0.2645, 0.2538, 0.2666, 0.4015, 0.3833, 0.4387, 0.6231, -1.1179, 0.4589, 0.1822, -0.4818, -1.0013, -0.8873, -0.5436, 1.3478, 0.4393, 0.7490, -0.7464, -0.9080, -0.8380, -0.4540, 0.6669, -0.4015, 0.3670, 0.4813, 0.4188, 0.4623, 0.2213, 0.6754, 0.4606, 0.3457, 0.3653, 0.4411, 0.4073, -1.6894, 0.5329, -0.2696, -0.0115, -0.2533, -0.6387, -0.5077, -0.9570, 0.8464, 0.3063, -0.8923, -0.5180, -0.5663, -0.5121, 0.3364, 0.4475, 0.3298, 0.2995, 0.3594, 0.2979, 0.3430, 0.5753, -0.2101, 0.1420, 0.4448, 0.3827, 0.3827, 0.3166, -0.3662, -0.5885, 0.7197, -0.7057, 0.3568, 0.2473, -0.0616, -0.5519, 0.3428, 0.4869],
  "homo_energy_ev": -2.906,
  "max_force_ev_per_a": 1.37,
  "multiplicity": 1,
  "e_above_lowest_kj_mol": 258.9,
  "charge": -1
}


# 4
{
  "formula": "C6H9FN3O2S",
  "method": "ωB97M-V with the def2-TZVPD basis set",
  "symbols": ["C", "C", "C", "C", "C", "C", "N", "N", "N", "O", "O", "F", "S", "H", "H", "H", "H", "H", "H", "H", "H", "H"],
  "xyz": [[-2.8289, -1.5896, 0.4610], [-2.0448, -2.3863, -0.2964], [-2.4828, -0.4083, 1.0613], [-1.2624, 0.2198, 0.6867], [-0.3995, -0.5636, -0.0633], [2.9277, 0.3701, 1.9419], [-0.8294, -1.7901, -0.3726], [-3.4875, 0.4134, 1.7146], [3.2739, -0.4476, 0.7871], [0.7663, -0.3907, -0.3447], [3.5741, -1.1600, -1.4684], [-0.9201, 1.4785, 0.9733], [2.9450, -0.0345, -0.6922], [-3.8208, -2.0408, 0.6512], [-2.2636, -3.3829, -0.8071], [3.8335, 0.4706, 2.5278], [2.6108, 1.3417, 1.6310], [2.0297, 0.1728, 2.5863], [-0.0734, -2.3415, -0.7575], [-4.4281, 0.0125, 2.0031], [-3.0846, 1.2418, 1.9892], [4.1149, -1.0690, 0.8720]],
  "mulliken_charge": [-0.5495, -0.3917, 0.4571, 0.5038, 0.4129, -0.8094, -0.0369, -0.4723, -0.1191, -0.7369, -0.4326, -0.3054, 0.8612, 0.2471, 0.3574, 0.3744, 0.3269, 0.2578, 0.1863, 0.2425, 0.2224, 0.4038],
  "homo_energy_ev": -12.136,
  "max_force_ev_per_a": 5.23,
  "multiplicity": 1,
  "e_above_lowest_kj_mol": 112.2,
  "charge": 1
}